Formula: C54H152MnN14O16
Source: the OMol25 dataset
Level of theory: ωB97M-V/def2-TZVPD

```
237
Properties=species:S:1:pos:R:3:forces:R:3:lowdin_charge:R:1
N -0.228283 0.534191 -1.097162 0.1984 0.4780 0.2987 0.272
H 0.466707 0.159021 -1.726712 0.3468 -0.2808 -0.7519 0.050
H -0.304413 1.539831 -1.151972 1.1363 1.0034 0.0157 0.045
H 0.010337 0.255041 -0.156292 0.0486 -0.2351 1.6467 0.057
H -1.200163 0.295441 -1.233362 -1.1254 -1.4253 -0.7028 0.032
Mn -1.885893 -0.724249 2.715688 0.6891 -1.5966 -0.9297 0.847
O -1.257113 -2.797489 2.839958 0.3923 1.9943 -0.8710 -0.357
C 0.115337 -2.669019 2.532108 -0.9579 0.1493 0.4306 -0.379
C 0.551697 -1.525169 1.540378 -0.6082 0.1131 -0.2144 -0.359
O -0.086823 -0.288279 1.634768 -0.7354 0.5635 0.8223 -0.403
H 0.486257 -3.605789 2.116188 0.3000 -0.3490 -0.3590 0.083
H 0.579697 -2.576069 3.513858 1.0115 0.4398 0.3382 0.066
H 0.329837 -1.876789 0.532788 0.0762 -0.7583 -0.5395 0.068
H 1.613747 -1.279919 1.542778 0.8201 -0.7354 0.3636 0.071
O -3.294803 -0.029729 1.546658 -1.1267 1.4768 -0.6023 -0.416
H -3.665823 0.871861 1.483408 0.3224 -0.8306 0.4122 -0.028
C 6.795907 -1.435119 0.964228 -0.4044 1.1319 0.3628 -0.065
C 6.257497 -2.819719 1.140738 -0.2783 -0.7603 1.3849 -0.420
C 4.807067 -2.900079 1.763618 1.4796 -0.7002 -0.7299 -0.207
O 4.870527 -2.599109 3.115668 0.7902 0.3054 0.4521 -0.202
C 3.660277 -2.879949 3.765738 0.2464 0.5749 0.7399 -0.097
N 6.395567 -3.718869 0.017748 -0.5038 0.0330 -1.6004 0.034
H 6.725277 -0.870809 1.894098 0.4846 -0.4395 0.6020 0.071
H 6.174867 -0.738409 0.401188 0.0860 -0.3987 -1.1066 0.061
H 7.837437 -1.495779 0.648568 -0.1107 0.3990 -0.2124 0.083
H 6.938157 -3.251879 1.874258 -0.3877 -0.1264 0.5892 0.136
H 4.506867 -3.944899 1.684078 -0.2034 -0.1791 -0.3976 0.107
H 4.071807 -2.271859 1.260818 -0.1287 0.2526 -0.3408 0.112
H 2.958667 -2.081589 3.523948 -0.5910 -0.3940 -0.1192 0.067
H 3.873897 -2.827829 4.833328 -0.0563 0.0230 0.0887 0.082
H 3.301627 -3.888269 3.558918 -0.2807 0.0641 -0.3044 0.098
H 6.418347 -3.222839 -0.861762 -0.3148 0.2157 -0.1763 0.059
H 7.223187 -4.295039 -0.038582 0.0873 0.0666 0.7302 0.072
C 0.862097 4.465761 4.025898 -0.5405 1.8818 -0.9550 -0.050
C 0.470227 3.554611 2.843828 2.0157 0.3045 1.5551 -0.365
C 1.581247 3.494381 1.740838 -1.3854 -0.1223 -0.4758 -0.146
O 1.359427 4.468771 0.714398 0.9266 0.2177 0.4126 -0.236
C 1.918357 5.736631 0.968788 -0.0027 0.8500 0.0536 -0.099
N 0.385877 2.266431 3.519308 0.3805 -0.1759 -1.6619 0.032
H 1.042187 5.477211 3.661688 0.3303 0.2086 -0.0688 0.060
H 1.751787 4.153011 4.572468 -0.1759 -0.3479 -0.2333 0.064
H 0.040267 4.639511 4.720518 -0.0257 -0.5077 0.1303 0.058
H -0.480153 3.811611 2.376038 0.0462 0.1654 0.0311 0.118
H 1.497987 2.525191 1.249078 -0.4382 -0.1281 -0.2815 0.115
H 2.619437 3.461361 2.071248 0.0715 0.6938 0.5584 0.118
H 2.888497 5.688731 1.463398 0.0090 -0.2208 0.2373 0.091
H 1.239087 6.369811 1.539568 -0.0522 -0.1030 0.4419 0.081
H 2.097647 6.314371 0.062058 -0.0880 -0.5452 -0.4539 0.083
H 1.348117 2.096271 3.774728 0.4167 -0.1011 1.0528 0.035
H 0.337287 1.633621 2.733628 -0.8273 -1.3330 -0.2048 0.045
C 5.356857 5.682211 -4.529702 0.5813 0.4377 0.1747 -0.061
C 4.814947 4.428891 -3.873362 0.2760 0.9191 1.1338 -0.462
C 3.795287 4.730521 -2.759872 -0.7164 0.4334 -0.3268 -0.189
O 4.187557 5.437631 -1.587612 1.7516 -0.7396 0.0082 -0.190
C 5.200167 4.729941 -0.833042 -0.8243 0.8547 0.5176 -0.085
N 4.230007 3.661291 -4.930282 -0.7222 0.1541 -0.6156 0.060
H 6.221637 5.427931 -5.142562 0.1469 -0.0753 -0.0770 0.074
H 5.703797 6.431251 -3.817892 -0.1199 0.0063 0.1142 0.080
H 4.636617 6.136761 -5.209942 -0.2596 -0.0327 0.1895 0.083
H 5.632757 3.894241 -3.390192 0.3990 -0.1546 0.0593 0.122
H 3.323137 3.792161 -2.468922 -0.1628 -0.2993 0.0729 0.108
H 3.039327 5.399621 -3.170912 -0.2630 -0.2253 -0.2674 0.116
H 5.457547 5.329621 0.040028 -0.1159 0.4130 -0.1323 0.081
H 6.141647 4.564381 -1.356792 -0.2500 -0.2602 -0.2964 0.083
H 4.762327 3.837311 -0.386272 0.1209 -0.5247 -0.4232 0.075
H 4.148007 2.681401 -4.699652 0.0394 0.1780 0.2163 0.032
H 4.926817 3.715561 -5.659392 -0.2273 -0.2191 -0.5280 0.066
C -6.708733 -1.824439 0.690438 -1.5750 -0.5994 0.6353 -0.059
C -5.780723 -2.995429 0.963458 -0.0624 0.5387 -0.0396 -0.442
C -6.042083 -4.178349 0.055928 0.0361 -0.7117 -0.0187 -0.195
O -5.091003 -5.224369 0.290418 -0.0250 -0.6605 -0.3979 -0.171
C -5.387853 -6.459629 -0.395562 -0.7269 1.2693 -0.5249 -0.095
N -4.494103 -2.433389 0.745408 1.5557 -0.9451 -0.6698 0.065
H -7.753453 -2.105129 0.824108 -0.4129 0.1239 -0.0466 0.069
H -6.591473 -1.425669 -0.317202 0.1475 -0.0879 -0.0143 0.070
H -6.485793 -1.050909 1.425318 0.0026 0.1398 -0.1437 0.080
H -5.825833 -3.318209 2.003598 -0.3769 -0.1689 0.0773 0.127
H -6.053933 -3.880599 -0.992552 0.5164 0.2637 -0.3188 0.102
H -7.071743 -4.510279 0.189058 -0.2495 -0.4233 0.4873 0.120
H -5.673203 -6.247649 -1.425972 -0.4327 0.3479 -0.3150 0.068
H -6.246143 -6.943519 0.070578 0.0739 -0.2769 0.1589 0.082
H -4.567233 -7.148899 -0.594542 0.4983 0.3471 1.0976 0.076
H -4.531433 -2.188219 -0.233662 0.5868 0.1790 -0.2495 0.032
H -4.359103 -1.573439 1.257628 0.1766 0.2761 0.1128 0.016
C 3.965607 0.523801 -1.485582 0.2419 -0.1645 -0.5768 -0.033
C 3.154827 0.513611 -2.800802 -0.8123 0.3792 0.3689 -0.388
C 3.935097 0.211551 -4.103242 0.4676 0.5588 1.4560 -0.150
O 4.996477 1.183141 -4.271222 -1.2776 -1.1206 1.0071 -0.239
C 5.828877 0.912441 -5.345752 0.7841 -0.1730 -0.0820 -0.123
N 2.040367 -0.430079 -2.618412 0.6597 0.0713 -0.8875 0.026
H 3.330007 0.247771 -0.644202 -0.2381 0.2422 -0.0818 0.072
H 4.485757 1.454541 -1.259152 -0.0965 0.0938 -0.1872 0.059
H 4.727997 -0.254359 -1.522002 0.1828 -0.1044 -0.1266 0.057
H 2.579747 1.426621 -2.955092 0.6466 0.7405 0.1554 0.110
H 3.244397 0.203791 -4.946442 -0.0004 0.1525 -0.2478 0.121
H 4.340107 -0.790809 -3.964172 0.3512 -0.2148 -0.2911 0.116
H 6.716937 1.535081 -5.237232 -0.0020 0.0766 -0.0376 0.094
H 5.369067 1.138911 -6.307722 -0.1671 -0.1612 -0.1916 0.093
H 6.151867 -0.126799 -5.284442 0.0723 -0.1874 -0.3828 0.090
H 2.454647 -1.350979 -2.598222 -0.0267 -0.6184 0.4336 0.018
H 1.518197 -0.383519 -3.481702 -0.6122 -0.0423 -0.0158 0.029
C -3.749313 2.808431 3.166918 -0.7385 1.2616 -0.0448 -0.067
C -3.458193 3.899801 4.192768 0.1515 -0.9112 0.4944 -0.392
C -4.640853 4.265091 5.141008 -0.0216 0.8307 -0.9972 -0.168
O -5.596583 5.050061 4.400858 0.2286 -0.0636 -0.1034 -0.196
C -6.875153 5.134381 4.997258 -0.0082 -0.5353 0.0127 -0.119
N -2.359213 3.355581 5.013798 -0.5424 0.8729 0.3884 0.043
H -2.877833 2.559201 2.561518 0.2690 -0.1854 0.3913 0.058
H -4.427223 3.284371 2.458378 -0.5785 -0.5484 -0.0748 0.085
H -4.159563 1.940881 3.683778 -0.0934 -0.1452 -0.4426 0.085
H -3.172403 4.789041 3.630908 -0.0162 0.4106 0.1674 0.133
H -4.282073 4.900271 5.950898 0.3488 0.0646 0.2181 0.117
H -5.113543 3.410841 5.625698 -0.0325 -0.4115 -0.3004 0.121
H -7.266373 4.119381 5.066708 -0.2927 -0.0944 0.3324 0.084
H -7.587573 5.707911 4.404278 0.4618 0.0374 -0.4748 0.084
H -6.884283 5.616121 5.974978 0.3310 -0.0974 0.3053 0.082
H -2.110273 4.044301 5.709358 0.1268 0.0823 0.3533 0.072
H -1.531773 3.249581 4.444408 0.1899 -0.2657 -0.1625 0.025
C -1.974653 3.737271 -0.170632 0.5169 -0.1674 -0.0907 -0.040
C -1.294843 3.897141 -1.484012 -0.2316 0.2448 -1.9934 -0.429
C -1.279803 5.313081 -2.115812 -0.6539 -0.9326 -0.5105 -0.157
O -0.941993 5.100221 -3.489992 0.6521 0.4381 -0.2500 -0.210
C -0.302413 6.221071 -4.087602 -1.0763 0.6600 0.4880 -0.103
N 0.045697 3.339481 -1.385122 0.3061 1.0402 -0.0325 0.062
H -1.811313 2.687041 0.071068 -0.3509 -0.0582 0.4914 0.077
H -3.040813 3.953771 -0.237942 0.1494 0.2419 0.3991 0.092
H -1.367543 4.334731 0.509488 -0.6768 0.1647 0.5822 0.072
H -1.788523 3.258141 -2.216162 -0.4543 0.1723 -0.2196 0.105
H -0.595053 6.002491 -1.621932 0.3274 -0.0650 0.1263 0.124
H -2.263133 5.781791 -2.154212 -0.2790 0.0291 0.5349 0.127
H -0.755383 7.165011 -3.784472 -0.1646 0.1958 0.9078 0.077
H -0.582573 6.333581 -5.134962 0.8607 -1.0328 -0.3577 0.089
H 0.743007 6.274451 -3.783732 0.2104 -0.1297 -0.6468 0.081
H 0.558087 3.572541 -2.223712 -0.1077 -0.3029 -0.7511 0.064
H 0.497587 3.981221 -0.749462 0.5427 -0.4289 0.8021 0.044
C -1.389453 -3.640639 -1.853102 -0.1967 0.0886 -0.8768 -0.034
C -1.899353 -5.024409 -1.468152 -0.6632 -0.3499 -0.7662 -0.373
C -1.910573 -6.012449 -2.718342 -0.0215 1.7953 1.0273 -0.185
O -2.400123 -7.255179 -2.365492 -0.6461 0.7082 3.3288 -0.195
C -2.631503 -8.080379 -3.391792 0.2800 -1.3330 -1.5852 -0.158
N -1.176273 -5.553969 -0.329592 -0.0399 -0.7673 -0.6442 0.090
H -1.057543 -3.044219 -1.003272 0.3647 -0.4066 0.1572 0.076
H -2.155673 -3.015699 -2.311842 -0.3906 -0.2423 -0.0565 0.052
H -0.647323 -3.750259 -2.643882 0.5313 0.2675 0.2826 0.050
H -2.949493 -4.882109 -1.213112 -0.1572 -0.2782 0.3464 0.115
H -0.917743 -6.186959 -3.132992 0.3943 0.4467 -0.2609 0.109
H -2.576843 -5.531589 -3.434552 0.0109 0.0162 -0.5996 0.117
H -2.760723 -9.108199 -3.052692 -0.0079 0.0161 0.2154 0.093
H -1.726363 -8.038599 -3.997662 -0.0630 -0.4107 -0.9077 0.087
H -3.521293 -7.812349 -3.961482 -0.1008 0.1708 -0.3848 0.090
H -0.248533 -5.727839 -0.688982 0.4741 1.0329 0.2702 0.011
H -1.424213 -6.532979 -0.317042 -0.9637 -0.4390 0.7305 0.055
C 4.073987 0.977351 3.193388 1.1604 -1.3700 -0.2548 -0.050
C 3.749917 0.725341 4.662528 0.2208 1.4159 -0.8449 -0.402
C 4.944487 0.430931 5.575348 0.3981 -0.8508 -0.8817 -0.195
O 4.636177 0.393861 6.935618 0.1931 0.2711 1.3776 -0.167
C 3.574967 -0.426109 7.343398 -1.2026 0.0964 0.4018 -0.112
N 3.076837 1.974991 5.049698 -0.7002 -0.5546 1.1813 0.045
H 3.197747 1.194611 2.582568 -0.0767 -0.1073 0.2724 0.063
H 4.546027 0.070151 2.816208 -0.0813 -0.2074 -0.3719 0.057
H 4.830137 1.742271 3.016638 -0.0775 0.3912 0.3359 0.083
H 3.046057 -0.106579 4.686868 -0.2380 0.1638 0.1966 0.124
H 5.723917 1.173541 5.404698 -0.1423 0.4480 0.3376 0.129
H 5.465437 -0.504899 5.373028 -0.2838 -0.4299 -0.7184 0.125
H 2.653217 -0.006189 6.940718 -0.3522 -0.3687 -0.0516 0.061
H 3.433827 -0.456469 8.423788 0.5344 0.9444 0.2177 0.090
H 3.573707 -1.506139 7.196338 0.7083 -0.1642 -1.1779 0.088
H 2.800327 1.854341 6.013588 -0.4847 0.1710 0.3397 0.069
H 3.699817 2.766831 5.120348 0.5994 -0.0325 -0.4181 0.088
C -4.191953 1.315691 -2.394432 0.6490 0.5527 -0.4312 -0.039
C -4.031383 -0.114439 -1.889592 -1.0489 1.0870 -0.9851 -0.387
C -4.226593 -1.084019 -3.051582 0.3248 -0.4073 -0.1610 -0.191
O -4.517463 -2.362739 -2.546252 -0.1698 0.3225 1.2704 -0.220
C -4.943683 -3.280239 -3.489652 0.0432 0.0843 -0.3358 -0.115
N -2.800923 -0.241439 -1.141542 -0.4617 -1.0627 -0.7948 0.063
H -4.861183 1.421061 -3.248322 -0.3909 -0.1267 0.2440 0.079
H -3.248813 1.702491 -2.780402 0.2513 -0.1179 0.0575 0.046
H -4.486733 1.995791 -1.595252 -0.1580 -0.0404 0.0364 0.076
H -4.906223 -0.243679 -1.252362 -0.1263 -0.4688 0.2515 0.122
H -3.388783 -1.195229 -3.739922 0.6837 0.3140 0.1407 0.107
H -5.017883 -0.753519 -3.724452 -0.5648 0.2594 0.2263 0.116
H -4.973733 -4.252079 -2.996982 0.1504 -0.0744 -0.3024 0.081
H -4.269143 -3.227099 -4.344212 0.2713 -0.5823 -0.2564 0.088
H -5.932233 -3.040699 -3.881422 -0.3763 0.0732 0.0464 0.090
H -2.966453 0.077731 -0.197712 -0.1898 0.8086 1.0259 0.027
H -2.787983 -1.209659 -0.854342 0.6125 -0.8602 -0.2160 0.071
C 0.300097 2.350851 -5.095262 -0.2583 -1.1958 -0.1841 -0.030
C -0.874323 1.387801 -4.787172 0.3330 1.1816 -0.2070 -0.424
C -1.773433 1.229411 -5.997392 0.1889 1.3499 0.5237 -0.221
O -2.852253 0.436991 -5.614092 -0.4561 -0.3147 -0.6719 -0.196
C -3.702933 0.017911 -6.668192 -0.3981 -0.9001 0.6186 -0.090
N -0.411613 0.115881 -4.318542 0.6034 -0.9946 -0.0400 0.061
H 1.028417 1.771331 -5.662542 0.2615 0.1284 -0.2620 0.071
H 0.810497 2.685051 -4.191992 -0.2018 0.1385 -0.0646 0.053
H -0.036123 3.184771 -5.711412 0.1092 0.1097 0.2395 0.081
H -1.423163 1.884881 -3.987312 -0.4449 -0.2324 0.0189 0.111
H -1.247743 0.856361 -6.876362 0.2266 -0.3674 -0.0895 0.135
H -2.073503 2.255021 -6.212322 -0.5339 0.1681 -0.4855 0.127
H -4.564413 -0.406549 -6.152662 -0.3867 0.4472 -0.1434 0.078
H -3.344633 -0.851469 -7.219452 0.7614 0.0304 -0.1650 0.085
H -3.986243 0.772341 -7.402132 0.0210 0.3687 0.3066 0.091
H 0.100287 -0.288179 -5.089772 0.8178 0.0149 -0.3593 0.079
H -1.164133 -0.557769 -4.322392 -0.7488 0.1363 0.6764 0.070
C 1.784527 -4.307359 -3.348252 0.0625 0.1251 0.2206 -0.053
C 2.222867 -3.928089 -1.926752 -0.8017 -0.0295 0.9480 -0.397
C 2.633607 -5.201999 -1.167492 -0.9791 -0.4517 -0.4655 -0.129
O 1.421927 -5.974219 -0.910412 1.6435 0.9411 0.1223 -0.241
C 1.563867 -7.289749 -0.434702 0.2845 -0.6988 -0.7986 -0.096
N 3.298717 -2.919869 -2.010022 -0.2216 -1.2248 -1.0729 0.051
H 1.316007 -3.467689 -3.861612 0.2385 0.1098 -0.0891 0.072
H 1.071367 -5.129799 -3.403872 -0.0212 0.0420 0.4842 0.063
H 2.657757 -4.666149 -3.893072 0.1954 0.1874 -0.2719 0.079
H 1.397027 -3.460919 -1.390242 -0.2078 -0.1243 0.0553 0.121
H 3.211017 -4.998669 -0.265632 -0.1994 0.0393 0.2176 0.114
H 3.266277 -5.741049 -1.872662 0.3137 -0.5123 0.0936 0.119
H 2.032107 -7.463539 0.534138 0.1305 0.6799 0.2090 0.092
H 2.130137 -7.855059 -1.174892 0.2350 -0.2821 -0.0610 0.086
H 0.577747 -7.752739 -0.398502 -0.1112 0.2595 0.0281 0.086
H 3.877827 -3.368979 -2.705022 1.0208 0.4751 -0.0075 0.075
H 3.832047 -2.765589 -1.166302 -0.0820 -0.3310 0.2939 0.064
C -0.870013 0.192971 6.672938 0.0374 -0.0224 0.5056 -0.040
C -1.608223 -0.384789 5.466058 0.9030 0.4871 1.2517 -0.404
C -3.020973 -0.773559 5.762678 0.6892 -0.6098 -1.1382 -0.178
O -3.409033 -1.346979 4.516298 -1.1263 0.0436 1.3301 -0.246
C -4.648163 -2.045799 4.609718 0.9777 -0.0606 -1.5446 -0.053
N -1.616563 0.575471 4.353368 -0.0139 -0.6957 1.3043 0.009
H 0.202787 0.180331 6.480488 0.0623 0.4879 -0.2094 0.060
H -0.949633 -0.377059 7.598588 -0.3655 -0.4307 -0.0664 0.076
H -1.232243 1.188481 6.929558 0.1897 0.2181 -0.2176 0.076
H -1.038303 -1.265099 5.168818 -0.2971 -0.3347 -0.2143 0.136
H -3.647843 0.086721 5.997288 -0.1497 0.1996 0.2123 0.134
H -3.019213 -1.495769 6.579078 -0.3419 -0.2063 0.0479 0.133
H -4.540683 -2.878039 5.305368 -0.3501 0.1009 0.2126 0.098
H -4.730763 -2.438469 3.596258 -0.3854 -0.3141 0.1434 0.073
H -5.489483 -1.373649 4.778528 -0.0491 -0.0054 0.4443 0.093
H -0.737793 1.068911 4.419418 0.1063 0.3987 -0.5125 0.037
H -2.321263 1.251471 4.611278 -0.0373 0.3886 -0.1635 0.041
```
Forces are in eV/Å.

Results
2S+1 ... 6
HOMO (spin up / spin down) ... -5.64 / -5.88 eV